(1)
Below is a cluster of 5 separate species, C17H38ClN5O10PS in total in a non-equilibrium geometry, with properties calculated with ωB97M-V with the def2-TZVPD basis set.

Each atom is followed by the atoms it is bonded to, with distances in Å.
Cartesian coordinates (Å):
1 C -1.91 -2.29 4.52  O2 1.413, H16 1.085, H17 1.091, H18 1.093
2 O -1.36 -1.33 3.63  C1 1.413, C3 1.435
3 C -2.01 -1.38 2.35  O2 1.435, C4 1.534, H19 1.086, H20 1.085
4 C -0.92 -1.44 1.27  C3 1.534, C5 1.538, N8 1.470, H21 1.090
5 C -1.53 -1.62 -0.13  C4 1.538, O6 1.253, O7 1.248
6 O -0.84 -1.35 -1.15  C5 1.253
7 O -2.69 -2.07 -0.14  C5 1.248
8 N 0.14 -2.42 1.56  C4 1.470, C9 1.437, P13 1.737
9 C -0.34 -3.77 1.55  N8 1.437, S10 1.823, H22 1.083, H23 1.093
10 S -0.22 -4.67 -0.03  C9 1.823, O11 1.452, O12 1.440, H24 1.362
11 O 1.11 -5.21 -0.22  S10 1.452
12 O -1.22 -5.71 0.04  S10 1.440
13 P 1.58 -2.19 0.62  N8 1.737, O14 1.648, Cl15 2.085
14 O 2.70 -3.05 1.48  P13 1.648, H25 0.966
15 Cl 2.18 -0.23 1.03  P13 2.085
16 H -1.27 -2.34 5.40  C1 1.085
17 H -1.94 -3.27 4.05  C1 1.091
18 H -2.91 -1.97 4.81  C1 1.093
19 H -2.50 -0.42 2.21  C3 1.086
20 H -2.70 -2.21 2.25  C3 1.085
21 H -0.46 -0.45 1.29  C4 1.090
22 H -1.36 -3.88 1.88  C9 1.083
23 H 0.29 -4.36 2.23  C9 1.093
24 H -0.57 -3.86 -1.07  S10 1.362
25 H 2.48 -3.98 1.44  O14 0.966
26 C -0.95 1.51 -2.77  C27 1.505, H31 1.085, H32 1.092, H33 1.091
27 C -0.36 2.18 -3.98  C26 1.505, O28 1.223, N29 1.365
28 O 0.62 2.91 -3.93  C27 1.223
29 N -0.98 1.95 -5.18  C27 1.365, C30 1.450, H34 1.007
30 C -2.14 1.12 -5.44  N29 1.450, H35 1.092, H36 1.093, H37 1.084
31 H -0.36 1.78 -1.89  C26 1.085
32 H -1.98 1.84 -2.61  C26 1.092
33 H -0.92 0.42 -2.87  C26 1.091
34 H -0.55 2.42 -5.95  N29 1.007
35 H -1.87 0.33 -6.14  C30 1.092
36 H -2.93 1.72 -5.88  C30 1.093
37 H -2.51 0.66 -4.52  C30 1.084
38 C 3.36 -6.24 -1.63  C39 1.510, H43 1.076, H44 1.092, H45 1.091
39 C 4.66 -5.81 -2.28  C38 1.510, O40 1.217, N41 1.369
40 O 4.88 -4.65 -2.60  C39 1.217
41 N 5.61 -6.77 -2.50  C39 1.369, C42 1.448, H46 1.007
42 C 5.54 -8.18 -2.19  N41 1.448, H47 1.093, H48 1.093, H49 1.084
43 H 2.72 -5.39 -1.52  C38 1.076
44 H 2.86 -6.98 -2.26  C38 1.092
45 H 3.55 -6.66 -0.64  C38 1.091
46 H 6.44 -6.41 -2.93  N41 1.007
47 H 6.35 -8.45 -1.51  C42 1.093
48 H 5.65 -8.76 -3.11  C42 1.093
49 H 4.59 -8.44 -1.73  C42 1.084
50 C 1.16 3.48 1.38  C51 1.507, H55 1.086, H56 1.088, H57 1.092
51 C -0.18 3.06 1.94  C50 1.507, O52 1.222, N53 1.361
52 O -0.88 2.22 1.40  C51 1.222
53 N -0.60 3.66 3.09  C51 1.361, C54 1.448, H58 1.007
54 C 0.05 4.68 3.87  N53 1.448, H59 1.094, H60 1.090, H61 1.083
55 H 1.35 2.92 0.47  C50 1.086
56 H 1.15 4.54 1.14  C50 1.088
57 H 1.95 3.27 2.09  C50 1.092
58 H -1.50 3.31 3.40  N53 1.007
59 H 0.22 4.30 4.89  C54 1.094
60 H -0.60 5.55 3.94  C54 1.090
61 H 1.00 4.98 3.45  C54 1.083
62 C -2.72 5.58 0.93  C63 1.509, H67 1.085, H68 1.092, H69 1.090
63 C -1.52 6.50 0.92  C62 1.509, O64 1.221, N65 1.360
64 O -0.48 6.22 1.50  C63 1.221
65 N -1.63 7.67 0.24  C63 1.360, C66 1.450, H70 1.007
66 C -2.77 8.18 -0.49  N65 1.450, H71 1.091, H72 1.092, H73 1.084
67 H -2.48 4.69 1.51  C62 1.085
68 H -3.58 6.08 1.40  C62 1.092
69 H -2.98 5.28 -0.08  C62 1.090
70 H -0.80 8.23 0.28  N65 1.007
71 H -2.49 8.34 -1.54  C66 1.091
72 H -3.08 9.14 -0.07  C66 1.092
73 H -3.61 7.49 -0.46  C66 1.084

Properties
LUMO   2.163 eV
Charge   -1
HOMO-LUMO gap   6.9306 eV
Calculated total energy   -2896.59260 Ha

---

(2)
Below is a cluster of 3 separate species, C17H38N2O6 in total in a non-equilibrium geometry, with properties calculated with ωB97M-V with the def2-TZVPD basis set.

Each atom is followed by the atoms it is bonded to, with distances in Å.
Cartesian coordinates (Å):
1 O 0.96 4.68 -2.59  C2 1.254
2 C -0.12 4.19 -2.17  O1 1.254, O3 1.445, C4 1.599
3 O -1.24 5.10 -2.14  C2 1.445, H12 0.983
4 C -0.30 2.70 -1.64  C2 1.599, C5 1.636, H13 1.157, H14 1.143
5 C -0.45 2.80 -0.01  C4 1.636, C6 1.599, H15 1.156, H16 1.154
6 C -0.34 1.33 0.61  C5 1.599, O7 1.455, H17 1.158, H18 1.148
7 O -0.36 1.27 2.07  C6 1.455, C8 1.416
8 C -0.72 2.51 2.66  O7 1.416, O9 1.261, O10 1.425
9 O -1.95 2.76 2.79  C8 1.261
10 O 0.20 3.50 3.11  C8 1.425, O11 1.357
11 O 1.46 3.22 2.69  O10 1.357, H19 0.985
12 H -1.96 4.77 -2.73  O3 0.983
13 H -1.29 2.23 -2.00  C4 1.157
14 H 0.58 2.01 -1.88  C4 1.143
15 H -1.48 3.29 0.15  C5 1.156
16 H 0.39 3.50 0.36  C5 1.154
17 H 0.68 0.90 0.28  C6 1.158
18 H -1.15 0.67 0.14  C6 1.148
19 H 2.00 2.90 3.45  O11 0.985
20 C -3.65 -4.59 1.51  C21 1.524, H27 1.093, H28 1.093, H29 1.093
21 C -3.91 -3.14 1.91  C20 1.524, N22 1.459, H30 1.096, H31 1.097
22 N -3.98 -2.21 0.79  C21 1.459, C23 1.461, C25 1.460
23 C -3.97 -0.81 1.20  N22 1.461, C24 1.527, H32 1.096, H33 1.097
24 C -5.15 -0.30 2.02  C23 1.527, H34 1.091, H35 1.094, H36 1.091
25 C -4.94 -2.55 -0.26  N22 1.460, C26 1.530, H37 1.095, H38 1.095
26 C -6.41 -2.69 0.13  C25 1.530, H39 1.092, H40 1.094, H41 1.090
27 H -2.73 -4.67 0.91  C20 1.093
28 H -3.52 -5.20 2.40  C20 1.093
29 H -4.47 -5.01 0.93  C20 1.093
30 H -3.09 -2.84 2.57  C21 1.096
31 H -4.82 -3.11 2.52  C21 1.097
32 H -3.86 -0.18 0.31  C23 1.096
33 H -3.06 -0.64 1.78  C23 1.097
34 H -6.04 -0.15 1.40  C24 1.091
35 H -4.90 0.68 2.45  C24 1.094
36 H -5.41 -0.96 2.84  C24 1.091
37 H -4.62 -3.48 -0.73  C25 1.095
38 H -4.86 -1.81 -1.07  C25 1.095
39 H -6.54 -3.25 1.06  C26 1.092
40 H -6.95 -3.22 -0.65  C26 1.094
41 H -6.89 -1.71 0.24  C26 1.090
42 C 7.08 -0.24 -2.55  C43 1.524, H49 1.093, H50 1.093, H51 1.093
43 C 5.96 0.56 -1.90  C42 1.524, N44 1.459, H52 1.096, H53 1.097
44 N 4.65 -0.07 -2.00  C43 1.459, C45 1.460, C47 1.461
45 C 3.55 0.82 -1.62  N44 1.460, C46 1.528, H54 1.097, H55 1.097
46 C 3.50 1.30 -0.17  C45 1.528, H56 1.092, H57 1.095, H58 1.091
47 C 4.55 -1.43 -1.48  N44 1.461, C48 1.531, H59 1.095, H60 1.095
48 C 4.91 -1.66 -0.02  C47 1.531, H61 1.092, H62 1.094, H63 1.090
49 H 6.86 -0.46 -3.60  C42 1.093
50 H 8.01 0.32 -2.52  C42 1.093
51 H 7.26 -1.19 -2.03  C42 1.093
52 H 5.92 1.53 -2.42  C43 1.096
53 H 6.24 0.77 -0.86  C43 1.097
54 H 2.60 0.35 -1.87  C45 1.097
55 H 3.60 1.71 -2.27  C45 1.097
56 H 3.14 0.52 0.50  C46 1.092
57 H 2.79 2.14 -0.09  C46 1.095
58 H 4.46 1.66 0.19  C46 1.091
59 H 5.18 -2.08 -2.10  C47 1.095
60 H 3.53 -1.81 -1.66  C47 1.095
61 H 5.82 -1.14 0.28  C48 1.092
62 H 5.09 -2.73 0.15  C48 1.094
63 H 4.11 -1.37 0.65  C48 1.090

Properties
LUMO   0.407 eV
Charge   0
HOMO-LUMO gap   8.5787 eV
SMILES string   O=C(O)CCCOC(=O)OO.CCN(CC)CC.CCN(CC)CC
Calculated total energy   -1231.29411 Ha

---

(3)
Below is a cluster of 5 separate species, C17H38N2O7 in total in a non-equilibrium geometry, with properties calculated with ωB97M-V with the def2-TZVPD basis set.

Each atom is followed by the atoms it is bonded to, with distances in Å.
Cartesian coordinates (Å):
1 C -1.50 -1.15 3.69  N2 1.438, H8 0.964, H9 1.111, H10 1.017
2 N -0.47 -2.09 3.31  C1 1.438, C3 1.435, C4 1.397, C5 1.537
3 C 0.09 -2.55 4.55  N2 1.435, H11 1.114, H12 1.051, H13 1.044
4 C -1.04 -3.18 2.65  N2 1.397, H14 1.202, H15 1.078, H16 1.150
5 C 0.61 -1.36 2.51  N2 1.537, C6 1.569, H17 1.156, H18 1.105
6 C 1.84 -2.26 2.10  C5 1.569, O7 1.389, H19 1.064, H20 1.091
7 O 2.57 -1.61 1.11  C6 1.389, H21 0.933
8 H -1.84 -0.62 2.97  C1 0.964
9 H -1.24 -0.30 4.36  C1 1.111
10 H -2.27 -1.63 4.16  C1 1.017
11 H 0.75 -3.41 4.30  C3 1.114
12 H -0.67 -2.93 5.16  C3 1.051
13 H 0.36 -1.63 4.97  C3 1.044
14 H -1.79 -4.02 3.06  C4 1.202
15 H -0.23 -3.84 2.43  C4 1.078
16 H -1.71 -2.86 1.77  C4 1.150
17 H 1.04 -0.44 3.06  C5 1.156
18 H 0.16 -0.80 1.66  C5 1.105
19 H 1.55 -3.27 1.96  C6 1.064
20 H 2.38 -2.53 3.01  C6 1.091
21 H 2.15 -1.43 0.30  O7 0.933
22 N -0.32 -2.20 -0.76  O23 1.278, O24 1.224, O25 1.213
23 O -0.34 -3.39 -0.31  N22 1.278
24 O -1.27 -1.44 -0.59  N22 1.224
25 O 0.74 -1.69 -1.07  N22 1.213
26 C -2.70 2.56 1.55  C27 1.540, C30 1.451, H31 1.034, H32 1.010
27 C -1.43 2.06 0.83  C26 1.540, C28 1.582, H33 1.120, H34 1.028
28 C -0.34 2.48 1.89  C27 1.582, O29 1.423, H35 1.129, H36 1.010
29 O -1.08 2.18 3.07  C28 1.423, C30 1.486
30 C -2.32 2.98 2.89  C26 1.451, O29 1.486, H37 1.077, H38 1.093
31 H -3.35 1.77 1.44  C26 1.034
32 H -3.14 3.35 1.09  C26 1.010
33 H -1.53 2.61 -0.13  C27 1.120
34 H -1.52 1.04 0.73  C27 1.028
35 H 0.16 3.49 1.78  C28 1.129
36 H 0.43 1.82 1.82  C28 1.010
37 H -2.21 4.02 3.14  C30 1.077
38 H -3.01 2.55 3.62  C30 1.093
39 C -1.26 0.30 -4.24  C40 1.415, C43 1.551, H44 1.238, H45 1.208
40 C -2.00 0.04 -5.42  C39 1.415, C41 1.622, H46 1.116, H47 1.056
41 C -1.06 -0.91 -6.34  C40 1.622, O42 1.402, H48 1.028, H49 1.239
42 O 0.17 -0.64 -5.73  C41 1.402, C43 1.490
43 C 0.00 -0.61 -4.25  C39 1.551, O42 1.490, H50 0.949, H51 1.129
44 H -1.79 0.27 -3.12  C39 1.238
45 H -1.27 1.50 -4.06  C39 1.208
46 H -2.21 1.02 -5.90  C40 1.116
47 H -2.89 -0.53 -5.40  C40 1.056
48 H -1.26 -0.62 -7.31  C41 1.028
49 H -1.32 -2.11 -6.49  C41 1.239
50 H 0.60 -0.18 -3.66  C43 0.949
51 H -0.17 -1.57 -3.68  C43 1.129
52 C 3.56 2.03 -2.22  C53 1.545, C56 1.507, H57 1.146, H58 1.157
53 C 3.37 0.98 -1.10  C52 1.545, C54 1.498, H59 1.091, H60 1.030
54 C 2.16 1.44 -0.36  C53 1.498, O55 1.438, H61 1.208, H62 1.147
55 O 1.90 2.76 -0.86  C54 1.438, C56 1.444
56 C 2.25 2.76 -2.26  C52 1.507, O55 1.444, H63 1.129, H64 0.983
57 H 4.05 1.71 -3.21  C52 1.146
58 H 4.38 2.76 -1.86  C52 1.157
59 H 4.22 1.00 -0.42  C53 1.091
60 H 2.93 0.07 -1.26  C53 1.030
61 H 2.73 1.41 0.70  C54 1.208
62 H 1.25 0.75 -0.25  C54 1.147
63 H 2.50 3.84 -2.49  C56 1.129
64 H 1.67 2.24 -2.85  C56 0.983

Properties
Energy above the lowest of the compared OMol25 structures with the same formula, charge and spin   11.619 eV
LUMO   -0.021 eV
Charge   0
HOMO-LUMO gap   8.2668 eV
Calculated total energy   -1306.17454 Ha